Entry 1:
Below is C5H12N2O as an isolated structure in a non-equilibrium geometry, with properties calculated with ωB97M-V/def2-TZVPD.

Results
- E_LUMO (eV) = 0.8
- gap between HOMO and LUMO (Eh) = 0.3387
- ΔE to the lowest compared entry with this formula, charge and spin (kcal/mol) = 113.1
- highest occupied orbital energy (eV) = -8.375

CARTESIAN COORDINATES (ANGSTROEM)
C 1.40768 1.32313 -0.85502
C 0.34138 -1.78392 1.44754
C 0.34128 0.86536 0.10604
C 0.58474 -1.28558 0.06329
N 1.28095 -1.78200 -0.86700
O 0.24003 1.24703 1.26695
H 1.75139 -2.64809 -0.57943
H 1.28506 2.39180 -1.03876
H 1.36568 0.76356 -1.78799
H 2.38191 1.15860 -0.39226
H -0.73585 -1.81454 1.62953
H 0.77008 -2.77836 1.59248
H 0.76976 -1.08435 2.16708
C -1.28328 0.92872 -0.77551
N -2.28443 0.58467 0.20306
H -2.09885 1.08785 1.06810
H -3.22235 0.80574 -0.11085
H -1.38008 0.34590 -1.69431
H -1.23353 1.98798 -1.04735
H -0.28157 -0.31350 -0.39560

Atomic forces in eV per Å
C 0.4291 -0.8728 0.1403
C -0.0508 0.1300 0.0666
C -2.8946 2.9852 -0.7819
C -1.1462 0.1772 -1.1631
N -0.0811 0.2290 0.2973
O 0.2826 -1.2524 -0.8077
H -0.0697 0.1173 0.0380
H -0.1880 -0.1115 0.1048
H 0.0004 0.0616 0.0062
H 0.0290 0.0712 -0.0858
H 0.0811 -0.0083 0.0185
H 0.0225 0.0835 -0.0356
H -0.0421 -0.0538 0.0269
C 1.1654 0.9657 0.9136
N 0.1430 -0.1082 0.0325
H 0.0157 -0.0571 -0.1386
H 0.1168 -0.0294 0.0265
H 0.1769 -0.1763 0.0936
H -0.0805 0.1012 -0.0766
H 2.0905 -2.2521 1.3244

=====

Entry 2:
Below is C2H2OS2 as an isolated structure in a non-equilibrium geometry, with properties calculated with ωB97M-V/def2-TZVPD.

Results
- E_LUMO (eV) = 0.0
- gap between HOMO and LUMO (Eh) = 0.2894
- ΔE to the lowest compared entry with this formula, charge and spin (kcal/mol) = 47.8
- highest occupied orbital energy (eV) = -7.835

CARTESIAN COORDINATES (ANGSTROEM)
C 0.53232 0.63763 -0.03331
C 0.53064 -0.69918 0.10504
O -1.81734 0.00521 -0.33980
S -1.03706 1.42355 0.18137
S -1.00275 -1.40922 0.14681
H 1.47902 1.30534 0.06367
H 1.31516 -1.26332 -0.12377

Atomic forces in eV per Å
C 1.9568 1.3422 1.4659
C -2.0879 3.6064 -0.5829
O -0.0541 -0.1031 0.1589
S 0.2623 -1.2032 -0.2957
S -1.6645 0.1044 0.1769
H -1.7981 -1.3950 -0.5726
H 3.3855 -2.3517 -0.3506

=====

Entry 3:
Below is a 2-piece molecular cluster, C4H11N3O overall in a non-equilibrium geometry, with properties calculated with ωB97M-V/def2-TZVPD.

Results
- E_LUMO (alpha / beta) (eV) = 0.2 / 0.2
- gap between HOMO and LUMO (alpha / beta) (Eh) = 0.3259 / 0.3259
- ΔE to the lowest compared entry with this formula, charge and spin (kcal/mol) = 120.6
- highest occupied orbital energy (alpha / beta) (eV) = -8.710 / -8.709

CARTESIAN COORDINATES (ANGSTROEM)
C -2.55720 -0.00775 1.65745
C 1.92088 1.39702 -1.51162
C -1.46450 0.56145 0.76099
C -0.51135 -0.53519 0.29337
N 2.60185 -1.79362 -0.86981
N 0.73573 1.07235 -0.78084
N 0.61228 -0.11580 -0.47409
O 2.41284 -2.53815 0.08169
H -3.19171 -0.69430 1.10173
H -2.12270 -0.54691 2.49574
H -3.17994 0.79209 2.05019
H 1.62905 1.66956 -2.52789
H 2.36184 2.27883 -1.04648
H 2.63047 0.56210 -1.52943
H -0.89027 1.31683 1.29831
H -1.90705 1.04389 -0.11184
H -0.08929 -1.08050 1.14648
H -1.03786 -1.28052 -0.31442
H 2.04692 -2.10138 -1.71953

Atomic forces in eV per Å
C 0.1526 0.1485 -0.1697
C 0.6581 -0.2243 -0.3956
C 0.0434 -0.2974 0.0216
C -0.9401 0.4265 0.5182
N 0.1274 -1.0579 1.5833
N -1.5101 -0.4361 1.0802
N 1.6639 0.4010 -1.3428
O 0.1737 1.0213 -1.9109
H -0.1131 -0.1088 -0.0028
H -0.0078 -0.0741 0.1472
H -0.1089 0.0035 0.0632
H 0.0107 0.0514 0.0144
H 0.0403 -0.0208 -0.0560
H -0.0402 0.1791 -0.0218
H -0.0131 0.0659 -0.0521
H 0.0589 0.1042 0.0344
H -0.0721 -0.0140 -0.0577
H 0.0472 -0.0086 0.0609
H -0.1706 -0.1594 0.4862

=====

Entry 4:
Below is ILiO4S as an isolated structure in a non-equilibrium geometry, with properties calculated with ωB97M-V/def2-TZVPD.

Results
- net charge = -2
- E_LUMO (eV) = 5.0
- gap between HOMO and LUMO (Eh) = 0.2008
- highest occupied orbital energy (eV) = -0.474

CARTESIAN COORDINATES (ANGSTROEM)
Li 1.34955 -0.10603 -0.61838
I 2.80721 -0.54573 -2.63006
S -0.88156 0.16916 0.68224
O -1.63224 -1.01419 0.27597
O 0.31168 -0.48358 1.10855
O -0.43197 0.87036 -0.52081
O -1.52268 1.11002 1.70249

Atomic forces in eV per Å
Li -1.3984 0.2496 0.7991
I 0.5180 -0.1065 -0.3887
S -2.8059 0.4510 0.4060
O -3.4154 -0.1351 -0.2551
O 5.8901 -0.9666 3.2898
O 0.2564 2.2942 -2.0764
O 0.9552 -1.7866 -1.7747

=====

Entry 5:
Below is C38H37BN8O2RuS4Si as an isolated structure in a non-equilibrium geometry, with properties calculated with ωB97M-V/def2-TZVPD.

Results
- net charge = -1
- E_LUMO (alpha / beta) (eV) = 1.5 / 1.5
- gap between HOMO and LUMO (alpha / beta) (Eh) = 0.1924 / 0.1923
- spin multiplicity = 2
- ΔE to the lowest compared entry with this formula, charge and spin (kcal/mol) = 25.6
- highest occupied orbital energy (alpha / beta) (eV) = -3.691 / -3.689

CARTESIAN COORDINATES (ANGSTROEM)
Ru 0.05625 -0.16773 0.30982
N -3.68637 -1.06248 -1.25025
C -4.26561 -0.76970 -0.02203
C -5.58103 -0.82291 0.43071
C -5.79872 -0.38856 1.72126
C -4.74914 0.10028 2.52167
C -3.45083 0.15202 2.06643
C -3.21455 -0.31328 0.77721
N -2.03479 -0.38243 0.04271
C -2.36240 -0.81068 -1.13341
C -1.37494 -0.86415 -2.20556
C -1.55715 -1.05312 -3.52480
S -0.05754 -0.97888 -4.33066
C 0.73432 -0.68913 -2.84244
N -0.06423 -0.65119 -1.82836
H -4.12258 -1.52766 -2.02588
H -6.38838 -1.18687 -0.19225
H -6.80322 -0.42108 2.12370
H -4.96006 0.44362 3.52661
H -2.64789 0.53237 2.68347
H -2.47152 -1.21234 -4.07553
H 1.80552 -0.56567 -2.77474
C 4.37480 3.85529 0.06725
N 3.04283 4.15854 0.52682
C 2.16709 5.03598 -0.09760
C 1.04930 5.04455 0.64313
N 1.21433 4.17976 1.71470
B 0.04698 3.86255 2.67667
N -1.26179 3.47096 1.80633
C -2.49530 3.84181 2.28651
C -3.43328 3.52752 1.36839
N -2.75978 2.93665 0.31985
C -3.37458 2.56061 -0.93526
C -1.42894 2.87514 0.62574
S -0.22064 2.19563 -0.41491
C 2.46763 3.65054 1.67194
S 3.26587 2.71151 2.81947
H 4.93598 4.77692 -0.09943
H 4.34008 3.27819 -0.85978
H 4.85729 3.26334 0.84193
H 2.41005 5.53872 -1.01878
H 0.12390 5.57353 0.48472
H 0.30032 2.98011 3.44073
H -0.28101 4.90693 3.21764
H -2.59047 4.32118 3.24552
H -4.50188 3.66023 1.36374
H -4.28332 1.98943 -0.74306
H -2.66058 1.96420 -1.49687
H -3.61875 3.44891 -1.51992
S 0.66287 -0.06295 2.69828
C -0.62230 0.30805 3.71263
N -1.49703 0.54824 4.43946
O -0.02344 -2.19739 0.42737
Si -0.15670 -3.65132 1.05986
C 1.39451 -4.21028 1.96971
C 1.49810 -5.46499 2.57991
C 2.63600 -5.83220 3.28537
C 3.69873 -4.94303 3.39776
C 3.61659 -3.69189 2.80253
C 2.47384 -3.33320 2.09586
C -1.59539 -3.93904 2.23999
C -2.15751 -5.20379 2.45150
C -3.16402 -5.39426 3.38788
C -3.62893 -4.31931 4.13950
C -3.09215 -3.05489 3.94094
C -2.09172 -2.87280 2.99373
C -0.47176 -4.89702 -0.33914
C 0.49132 -5.81085 -0.77524
C 0.22427 -6.71081 -1.80382
C -1.01850 -6.71285 -2.42042
C -1.99549 -5.81682 -2.00067
C -1.72097 -4.92525 -0.97222
H 0.67107 -6.16630 2.50838
H 2.69310 -6.80639 3.75705
H 4.58364 -5.22235 3.95754
H 4.43503 -2.98890 2.90058
H 2.40179 -2.34898 1.64885
H -1.80805 -6.05351 1.87172
H -3.58337 -6.38251 3.53900
H -4.40239 -4.47298 4.88267
H -3.42614 -2.21162 4.53512
H -1.66349 -1.88950 2.84456
H 1.46598 -5.81924 -0.29816
H 0.98633 -7.41289 -2.12165
H -1.22791 -7.40989 -3.22327
H -2.97248 -5.82245 -2.47134
H -2.49552 -4.23693 -0.64019
C 2.82837 -0.74836 -0.44385
O 1.95619 0.07601 0.26929
H 3.25390 -0.21837 -1.31213
H 2.35096 -1.67349 -0.80200
H 3.66911 -1.03490 0.19378

Atomic forces in eV per Å
Ru 0.5714 -0.3909 -0.5949
N -0.3293 -0.1563 -0.1036
C 0.0025 -0.0067 -0.0727
C 0.0882 -0.0727 -0.1387
C 0.0701 0.0755 0.1554
C -0.1870 -0.0246 -0.0016
C 0.0752 0.0196 -0.1436
C -0.0441 -0.0466 -0.0475
N -0.2625 0.4207 0.8930
C 0.2266 -0.0702 -0.7104
C 0.0566 -0.1577 0.5721
C -0.2153 -0.1081 -0.6255
S 0.1749 -0.0526 -0.1380
C 0.0424 -0.0556 -0.1287
N -0.4873 0.4386 0.6139
H -0.0259 0.0362 0.0056
H 0.0126 0.0010 0.0085
H 0.0075 0.0141 0.0169
H -0.0081 -0.0047 -0.0152
H -0.1081 -0.0177 -0.0102
H 0.0324 -0.0169 0.0979
H -0.1184 0.0679 0.0349
C -0.0936 0.0187 0.0179
N -0.0421 0.0370 -0.0386
C 0.2368 -0.1832 -0.0082
C -0.0875 -0.1105 0.2643
N -0.2178 0.0314 -0.2569
B 0.2238 0.1146 0.0832
N 0.0815 -0.0088 0.3488
C 0.0312 0.1503 0.0119
C 0.0290 -0.0459 -0.1091
N -0.0514 -0.1106 -0.0296
C 0.0606 -0.0199 0.0881
C -0.0277 0.1744 -0.1030
S -0.0456 -0.4668 0.2986
C 0.0695 0.2521 -0.0374
S -0.0507 0.0386 -0.1341
H 0.0186 -0.0035 0.0008
H 0.0043 -0.0010 0.0039
H 0.0079 -0.0065 0.0198
H 0.0308 -0.0275 0.0605
H 0.0317 -0.0304 0.0421
H 0.0223 0.0629 -0.0806
H -0.1075 -0.1301 0.0256
H 0.0309 -0.0439 -0.0477
H 0.0496 -0.0363 -0.0164
H 0.0139 -0.0246 0.0102
H 0.0261 -0.0387 0.0030
H -0.0200 0.0155 0.0026
S -0.4887 0.2861 -0.3532
C 0.0920 -0.0512 -0.0177
N 0.0838 -0.0070 0.0474
O 0.1138 0.1307 0.1637
Si 0.1284 -0.0946 -0.0524
C 0.1086 0.0497 0.0232
C 0.0036 0.0356 -0.0435
C -0.0215 0.0235 -0.0218
C -0.0267 0.0325 -0.0311
C -0.0329 -0.0416 -0.0028
C -0.0257 -0.0241 -0.0114
C -0.1902 0.1619 0.0273
C 0.0195 0.0672 -0.0416
C -0.0029 0.0490 0.0402
C 0.0377 -0.0244 -0.0485
C 0.0333 -0.0081 0.0107
C 0.0682 -0.0583 -0.0300
C 0.0202 -0.1217 -0.0316
C -0.0987 0.0557 -0.0478
C -0.0088 0.0542 0.0277
C 0.0072 0.0103 0.0129
C 0.0189 0.0513 0.0210
C 0.0994 0.0317 -0.0263
H 0.0274 0.0147 0.0252
H -0.0081 -0.0010 -0.0097
H -0.0048 -0.0003 -0.0063
H -0.0154 0.0104 -0.0072
H 0.0030 0.0116 0.0612
H -0.0168 0.0191 0.0033
H 0.0003 0.0044 -0.0020
H -0.0109 0.0052 -0.0032
H -0.0094 -0.0057 -0.0570
H 0.0054 0.0446 0.0859
H -0.0185 -0.0181 -0.0131
H 0.0043 0.0102 -0.0004
H -0.0046 -0.0105 0.0165
H 0.0033 -0.0007 0.0027
H 0.0080 -0.0483 -0.0020
C -0.3083 0.1064 -0.1098
O 0.4571 -0.2868 0.2138
H 0.0585 0.0305 -0.0003
H 0.0212 0.0037 0.0599
H 0.0710 0.0024 0.0409

=====

Entry 6:
Below is the molecule C3H3N3O2 in a non-equilibrium geometry, with properties calculated with ωB97M-V/def2-TZVPD.

Results
- E_LUMO (eV) = -0.1
- gap between HOMO and LUMO (Eh) = 0.3423
- ΔE to the lowest compared entry with this formula, charge and spin (kcal/mol) = 77.9
- highest occupied orbital energy (eV) = -9.413

CARTESIAN COORDINATES (ANGSTROEM)
C 0.33187 -0.32740 -1.10926
C -1.32728 -0.69355 0.74229
C 0.86274 1.26665 0.63650
H -1.31690 -1.42747 -1.21377
H -2.06476 -1.40328 0.99196
H 1.35060 2.12578 0.35436
N -0.84629 -0.85800 -0.55326
N -0.71083 -0.08599 1.71537
N -0.03846 1.12855 1.54623
O 0.55706 -0.58159 -2.29868
O 1.19245 0.32394 -0.28983

Atomic forces in eV per Å
C -0.7362 -1.4400 -2.4816
C 3.6476 0.2669 0.8082
C -3.6096 -2.0729 1.4446
H -0.6684 -0.3405 -0.4559
H -0.8233 -0.7713 0.4260
H 0.9950 2.2552 0.3876
N 0.7107 2.0664 0.3059
N -2.3350 0.1565 -0.5489
N 2.1074 0.2546 -1.7993
O 0.0886 1.0484 3.1882
O 0.6233 -1.4232 -1.2748